# C3H8ClISi

A 2-piece molecular cluster, C3H8ClISi overall at a distorted geometry (wB97M-V/def2-TZVPD, the OMol25 dataset).

XYZ file:
```
14
Properties=species:S:1:pos:R:3:forces:R:3
C -0.419 0.090 1.356 0.13 -1.71 0.53
C -0.623 0.770 0.050 -0.29 1.16 -1.40
C -0.753 -0.123 -1.160 2.99 -2.02 4.32
Si 1.588 -1.449 -1.524 -1.83 2.01 -0.24
Cl 1.405 -2.471 -3.304 -0.06 0.02 0.08
I 3.576 0.041 -1.678 -0.50 -0.01 -0.05
H -1.008 0.561 2.139 0.78 0.42 0.35
H -0.681 -0.993 1.482 -0.02 0.73 -0.81
H 0.664 0.131 1.370 0.24 -0.16 1.56
H -1.505 1.420 0.113 -0.26 -0.16 -0.31
H 0.209 1.503 -0.024 -0.48 -0.38 -0.47
H -0.701 0.269 -2.071 -0.14 1.58 -3.73
H -1.421 -0.921 -0.935 -0.45 -0.73 -0.48
H 2.132 -2.340 -0.546 -0.09 -0.75 0.66
```
Positions in Å, forces in eV/Å.

Results
LUMO (Eh): -0.0132
Relative energy (zero: lowest compared OMol25 entry of this formula, charge and spin) (kcal/mol): 62.3

These are the natural (NBO) partial charges, in e, on atoms 1 to 5: number 1, C, carries -0.621; number 2, C, carries -0.470; number 3, C, carries -0.354; number 4, Si, carries 0.807; number 5, Cl, carries -0.384

***

# C3H8ClN2O

An isolated ion of composition C3H8ClN2O and charge +1 at a distorted geometry (wB97M-V/def2-TZVPD, the OMol25 dataset).

XYZ file:
```
15
Properties=species:S:1:pos:R:3:forces:R:3
C -0.204 0.008 -1.072 0.56 -2.30 2.56
C 0.570 -0.073 0.281 -1.01 -0.20 -2.24
C -1.500 0.774 -1.283 -0.24 -0.55 -0.73
N 0.273 0.552 1.465 -2.16 1.94 1.38
N 1.425 -1.373 0.781 -0.30 1.51 -1.39
O 1.062 0.596 -0.802 0.65 0.26 0.05
Cl -1.811 2.314 -0.460 0.51 -0.25 0.12
H -0.138 -0.998 -1.558 -0.21 1.25 -0.35
H -2.339 0.098 -1.030 0.53 0.24 -0.11
H -1.570 0.971 -2.361 -0.03 0.03 0.26
H -0.717 0.250 1.743 1.85 0.95 -0.19
H 0.301 1.626 1.424 -0.02 -2.26 -0.06
H 1.474 -2.213 0.170 0.64 0.95 0.19
H 0.872 -1.620 1.571 -0.23 -0.44 1.10
H 2.301 -0.912 1.133 -0.55 -1.15 -0.58
```
Positions in Å, forces in eV/Å.

Results
SMILES: N[C@]1([NH3+])O[C@@H]1CCl
LUMO (Eh): -0.1356
Relative energy (zero: lowest compared OMol25 entry of this formula, charge and spin) (kcal/mol): 39.4
Total charge: +1

These are the natural (NBO) partial charges, in e, on atoms 1 to 5: number 1, C, carries 0.069; number 2, C, carries 0.509; number 3, C, carries -0.449; number 4, N, carries -0.885; number 5, N, carries -0.736

***

# C3H8ClN3

A 2-piece molecular cluster, C3H8ClN3 overall at a distorted geometry (wB97M-V/def2-TZVPD, the OMol25 dataset).

XYZ file:
```
15
Properties=species:S:1:pos:R:3:forces:R:3
C -1.447 -2.016 0.273 0.28 -5.40 2.09
C 2.859 -0.143 -0.203 2.18 4.11 1.52
C 3.955 2.166 0.090 -0.04 -0.52 2.20
N -0.946 -0.921 -0.130 -2.04 2.32 -2.12
N -2.663 -2.496 0.051 1.11 1.86 -0.66
N 3.328 0.889 0.075 -1.62 -3.70 -1.88
Cl 2.331 -1.609 -0.349 -0.32 -1.58 -0.36
H -0.708 -2.718 0.764 -1.15 0.89 -0.02
H 4.954 1.962 0.493 -0.15 0.52 0.01
H 3.306 2.719 0.775 0.61 0.56 -0.18
H 3.985 2.536 -0.890 0.00 0.66 -1.36
H -1.540 -0.345 -0.745 0.65 0.15 0.49
H -3.139 -3.308 0.464 0.71 0.47 -0.22
H -3.112 -1.923 -0.654 -1.17 -0.51 0.26
H 0.020 -0.751 -0.139 0.96 0.17 0.23
```
Positions in Å, forces in eV/Å.

Results
LUMO (Eh): -0.2863
Relative energy (zero: lowest compared OMol25 entry of this formula, charge and spin) (kcal/mol): 13.5
Total charge: +2

These are the natural (NBO) partial charges, in e, on atoms 1 to 5: number 1, C, carries 0.411; number 2, C, carries 0.398; number 3, C, carries -0.431; number 4, N, carries -0.689; number 5, N, carries -0.696

***

# C3H8ClNSi

A 2-piece molecular cluster, C3H8ClNSi overall at a distorted geometry (wB97M-V/def2-TZVPD, the OMol25 dataset).

XYZ file:
```
14
Properties=species:S:1:pos:R:3:forces:R:3
C -2.206 -0.978 -1.711 0.23 1.26 -2.61
C -1.451 -1.277 -0.694 1.41 0.98 1.53
C 0.078 0.977 2.062 1.98 1.06 1.33
N 0.799 0.431 0.964 -0.61 -0.74 -1.06
Si 0.246 -0.538 -0.195 -0.37 0.02 0.10
Cl 4.506 -0.994 1.174 1.51 -0.73 0.57
H -3.258 -1.149 -1.884 -0.10 -0.50 0.50
H -1.749 -0.444 -2.546 -0.15 0.01 -0.04
H -1.965 -1.699 0.111 -0.63 -1.01 1.46
H 0.387 0.353 2.927 -0.86 0.31 -0.09
H 0.465 1.999 2.345 -0.35 -0.77 -0.45
H -0.968 1.068 1.898 -1.11 -0.14 0.29
H 3.456 -0.501 0.755 -1.65 0.80 -0.52
H 1.391 -1.033 -0.861 0.70 -0.55 -1.03
```
Positions in Å, forces in eV/Å.

Results
SMILES: C=C/[SiH]=N\C.Cl
LUMO (Eh): 0.0031
Relative energy (zero: lowest compared OMol25 entry of this formula, charge and spin) (kcal/mol): 46.0

These are the natural (NBO) partial charges, in e, on atoms 1 to 5: number 1, C, carries -0.300; number 2, C, carries -0.674; number 3, C, carries -0.424; number 4, N, carries -1.048; number 5, Si, carries 1.500

***

# C3H8ClNSi

A 2-piece molecular cluster, C3H8ClNSi overall at a distorted geometry (wB97M-V/def2-TZVPD, the OMol25 dataset).

XYZ file:
```
14
Properties=species:S:1:pos:R:3:forces:R:3
C 0.853 1.688 0.676 0.43 -0.07 1.55
C -0.261 0.943 0.497 0.97 1.21 0.14
C 1.860 -2.022 -0.231 0.35 2.52 -2.15
N 0.740 -1.581 -1.093 -0.68 0.64 1.33
Si -0.261 -0.357 -0.794 1.69 -1.00 0.70
Cl -5.448 1.686 0.036 1.81 -0.52 -0.20
H 1.003 2.383 1.542 -0.73 -0.34 -0.90
H 1.829 1.564 0.184 -0.76 -0.32 -0.35
H -1.147 1.187 1.101 0.40 -0.21 -0.18
H 2.476 -1.120 0.091 -0.56 -1.38 0.12
H 1.533 -2.649 0.556 -0.25 -0.48 0.93
H 2.415 -2.570 -0.961 1.17 -0.75 0.22
H -4.161 1.311 -0.114 -1.81 0.52 0.19
H -1.434 -0.462 -1.492 -2.05 0.17 -1.38
```
Positions in Å, forces in eV/Å.

Results
SMILES: C=C/[SiH]=N\C.Cl
LUMO (Eh): -0.0027
Relative energy (zero: lowest compared OMol25 entry of this formula, charge and spin) (kcal/mol): 50.3

These are the natural (NBO) partial charges, in e, on atoms 1 to 5: number 1, C, carries -0.304; number 2, C, carries -0.739; number 3, C, carries -0.422; number 4, N, carries -1.044; number 5, Si, carries 1.539

***

# C3H8ClP

A single C3H8ClP molecule at a distorted geometry (wB97M-V/def2-TZVPD, the OMol25 dataset).

XYZ file:
```
13
Properties=species:S:1:pos:R:3:forces:R:3
C 0.614 -0.320 -1.748 -2.78 1.91 3.65
C 0.751 1.293 0.586 -3.67 -1.48 2.85
C -0.666 -1.318 0.705 1.45 -0.18 -1.10
P -0.453 0.220 -0.271 2.71 -1.95 -1.11
Cl -2.154 1.283 0.410 -0.63 -0.09 -0.63
H 0.156 -1.128 -2.320 0.24 0.64 -0.65
H 0.920 0.703 -2.052 0.06 -1.11 -1.08
H 1.290 0.648 1.267 0.52 0.02 -0.05
H 1.285 1.684 -0.170 2.20 1.83 -2.05
H 0.089 1.959 1.187 1.21 0.03 -0.56
H -1.317 -1.317 1.569 0.19 0.15 0.11
H -0.917 -2.100 -0.001 -0.76 -0.10 -0.17
H 0.404 -1.607 0.839 -0.73 0.33 0.81
```
Positions in Å, forces in eV/Å.

Results
SMILES: C=P(C)(C)Cl
LUMO (Eh): 0.0064
Relative energy (zero: lowest compared OMol25 entry of this formula, charge and spin) (kcal/mol): 35.4

These are the natural (NBO) partial charges, in e, on atoms 1 to 5: number 1, C, carries -0.893; number 2, C, carries -0.932; number 3, C, carries -0.971; number 4, P, carries 1.265; number 5, Cl, carries -0.350

***

# C3H8CsO

C3H8CsO as an isolated structure at a distorted geometry (wB97M-V/def2-TZVPD, the OMol25 dataset).

XYZ file:
```
13
Properties=species:S:1:pos:R:3:forces:R:3
Cs 19.950 14.336 11.063 0.05 0.06 -0.01
C 24.402 19.038 12.616 0.89 -0.97 0.35
C 25.065 18.893 11.248 -0.02 -0.63 -0.64
C 26.398 18.064 11.343 -0.47 1.66 -0.21
O 24.109 18.243 10.343 0.14 -0.26 0.87
H 23.313 19.004 12.580 0.17 0.36 0.00
H 24.823 19.824 13.242 -0.40 0.72 -0.58
H 24.777 18.207 13.213 -0.54 -0.64 0.00
H 25.195 19.864 10.772 0.60 0.16 0.33
H 27.013 18.227 10.459 -0.29 -0.52 -0.42
H 26.224 17.013 11.574 -0.05 0.12 -0.12
H 27.047 18.516 12.093 -0.23 -0.13 0.48
H 24.574 18.012 9.535 0.15 0.07 -0.06
```
Positions in Å, forces in eV/Å.

Results
LUMO (Eh): -0.1492
Relative energy (zero: lowest compared OMol25 entry of this formula, charge and spin) (kcal/mol): 20.8
Total charge: +1

These are the natural (NBO) partial charges, in e, on atoms 1 to 5: number 1, Cs, carries 1.000; number 2, C, carries -0.639; number 3, C, carries 0.100; number 4, C, carries -0.648; number 5, O, carries -0.755

***

# C3H8F2O3Si

A 2-piece molecular cluster, C3H8F2O3Si overall at a distorted geometry (wB97M-V/def2-TZVPD, the OMol25 dataset).

XYZ file:
```
17
Properties=species:S:1:pos:R:3:forces:R:3
C -1.312 2.422 -0.774 -0.33 2.29 1.63
C -0.146 -2.393 -0.763 1.91 -0.75 -0.26
C 2.068 0.021 1.107 0.12 0.00 -1.84
O -1.295 1.027 -0.844 -0.50 0.71 -0.72
O -1.050 -1.403 -0.322 0.27 -1.17 -0.03
O 1.180 0.990 1.327 -2.95 -1.71 -1.28
F 1.775 -1.240 1.700 -0.55 0.10 -0.27
F -1.862 0.003 1.652 0.37 0.48 -0.74
Si -1.023 0.016 0.303 1.97 0.34 3.10
H -0.479 2.801 -0.095 -1.12 -0.45 -0.78
H -2.324 2.844 -0.435 1.41 -0.87 -0.19
H -1.161 2.822 -1.753 0.26 0.08 -0.67
H -0.412 -2.663 -1.818 0.43 0.37 0.91
H -0.239 -3.316 -0.136 -0.01 0.92 -0.43
H 0.955 -2.016 -0.662 -2.04 -0.75 -0.38
H 3.005 0.267 1.500 1.59 0.61 1.20
H 2.321 -0.180 0.012 -0.81 -0.21 0.76
```
Positions in Å, forces in eV/Å.

Results
LUMO (Eh): -0.0077

These are the natural (NBO) partial charges, in e, on atoms 1 to 5: number 1, C, carries -0.263; number 2, C, carries -0.243; number 3, C, carries 0.321; number 4, O, carries -0.909; number 5, O, carries -0.935